Entry 1:
{
  "formula": "C26H34N3O7P2S2Ta",
  "method": "the ωB97M-V functional and the def2-TZVPD basis",
  "relative_energy_kj_mol": 0.0,
  "charge": 2,
  "spin_multiplicity": 1,
  "lumo_ev": -7.91,
  "species": ["Ta", "O", "C", "O", "C", "C", "C", "N", "C", "C", "C", "C", "C", "C", "C", "N", "C", "C", "C", "C", "C", "N", "H", "H", "H", "H", "H", "H", "H", "H", "H", "H", "C", "P", "C", "C", "C", "P", "C", "C", "H", "H", "H", "H", "H", "H", "H", "H", "H", "H", "H", "H", "H", "H", "H", "H", "O", "S", "O", "O", "O", "O", "S", "C", "C", "C", "C", "H", "H", "H", "H", "H", "H", "H", "H"],
  "coordinates": [[0.30736, -0.03847, -0.47880], [4.67855, -0.52657, 5.00095], [4.94901, 0.20800, 4.04719], [5.72850, 1.13509, 3.79996], [3.87024, 0.06037, 2.88053], [2.68499, -0.62489, 3.12223], [1.65840, -0.54307, 2.22057], [1.76251, 0.19460, 1.08466], [2.92185, 0.85407, 0.84169], [3.96382, 0.83302, 1.72846], [2.96141, 1.54869, -0.45232], [4.11848, 2.08778, -0.97458], [4.08592, 2.68900, -2.21789], [2.88382, 2.73733, -2.91226], [1.77597, 2.16989, -2.34133], [1.78759, 1.58720, -1.12293], [0.36864, -1.22324, 2.40317], [0.15564, -2.19148, 3.36674], [-1.11548, -2.70951, 3.52126], [-2.14610, -2.22849, 2.72242], [-1.85008, -1.30197, 1.75177], [-0.61100, -0.80924, 1.57493], [2.61826, -1.18510, 4.04900], [4.87143, 1.41035, 1.58932], [5.04579, 2.00722, -0.42503], [4.99009, 3.10005, -2.64894], [2.81340, 3.19409, -3.88982], [0.83953, 2.17015, -2.87050], [0.97254, -2.53429, 3.98595], [-1.30421, -3.47822, 4.26057], [-3.16219, -2.57917, 2.84678], [-2.61377, -0.92964, 1.08506], [-3.21576, 0.89336, -1.79548], [-1.47488, 1.37460, -1.98032], [-1.21833, 1.42989, -3.78684], [-1.50126, 3.11888, -1.44595], [-1.74980, 3.18003, 0.05864], [-0.53149, 2.17465, 0.99376], [-1.36924, 1.93902, 2.58127], [0.78524, 3.36393, 1.36512], [-3.84157, 1.70240, -2.17338], [-3.46810, 0.68563, -0.75519], [-3.40131, -0.00594, -2.37802], [-2.14324, 1.15569, -4.29121], [-0.43851, 0.73079, -4.08879], [-0.93881, 2.43530, -4.09853], [-2.28345, 3.64991, -1.99186], [-0.54743, 3.58566, -1.70380], [-2.74751, 2.80312, 0.30028], [-1.69791, 4.20741, 0.42103], [-1.72458, 2.90894, 2.93219], [-0.67764, 1.52672, 3.31862], [-2.21626, 1.26244, 2.47674], [0.34543, 4.18435, 1.93270], [1.22203, 3.75500, 0.44590], [1.57269, 2.90331, 1.96423], [1.67662, -2.90721, -2.48259], [1.68331, -1.72623, -1.71362], [2.88204, -0.98944, -1.44503], [0.67884, -0.64008, -2.28839], [0.97245, -1.90988, -0.33772], [-1.50808, -1.29970, -0.92118], [-1.41229, -2.54395, -1.90846], [-3.17808, -2.93783, -2.17373], [-3.46333, -4.31253, -1.57161], [-2.53285, -4.44753, -0.37292], [-1.16813, -4.02921, -0.88877], [-3.38814, -2.87363, -3.24006], [-3.70581, -2.14172, -1.64692], [-3.25425, -5.09785, -2.29956], [-4.51222, -4.38793, -1.29284], [-2.50424, -5.46287, 0.02002], [-2.84969, -3.78042, 0.43233], [-0.74369, -4.75825, -1.58763], [-0.42164, -3.80235, -0.13122]],
  "lowdin_charge": [1.68, 0.02, -0.65, 0.02, 0.00, 0.09, -0.18, -0.05, -0.21, 0.09, -0.22, 0.05, 0.03, 0.01, -0.11, -0.04, -0.20, 0.05, 0.02, -0.02, -0.14, -0.04, 0.13, 0.14, 0.14, 0.14, 0.13, 0.06, 0.14, 0.14, 0.13, 0.11, -0.22, 0.83, -0.20, -0.38, -0.38, 0.84, -0.22, -0.21, 0.08, 0.05, 0.04, 0.07, 0.05, 0.07, 0.11, 0.08, 0.09, 0.11, 0.07, 0.07, 0.04, 0.07, 0.06, 0.06, -0.19, 0.39, -0.21, -0.51, -0.43, -0.71, 1.10, -0.27, -0.20, -0.21, -0.28, 0.10, 0.09, 0.13, 0.13, 0.13, 0.10, 0.12, 0.09]
}

---

Entry 2:
{
  "formula": "C26H34N6O4",
  "method": "the ωB97M-V functional and the def2-TZVPD basis",
  "relative_energy_kj_mol": 30.0,
  "smiles": "CCOc1ccc(CCNC(=O)c2nnn(CC(=O)Nc3c(C)cc(C)cc3C)c2N)cc1OCC",
  "spin_multiplicity": 1,
  "lumo_ev": 0.74,
  "species": ["C", "C", "O", "C", "C", "C", "C", "C", "C", "O", "C", "C", "H", "H", "H", "H", "H", "H", "C", "H", "H", "C", "N", "C", "O", "C", "N", "N", "N", "C", "N", "H", "H", "C", "H", "H", "C", "O", "N", "C", "C", "C", "C", "C", "C", "C", "H", "H", "H", "H", "C", "H", "H", "H", "H", "C", "H", "H", "H", "H", "H", "H", "H", "H", "H", "H", "H", "H", "H", "H"],
  "coordinates": [[4.37222, -4.41872, -0.88784], [4.42138, -2.93714, -0.53015], [3.14174, -2.38911, -0.28551], [2.45676, -2.76474, 0.84212], [3.00653, -3.37310, 1.95713], [2.24046, -3.59665, 3.08961], [0.91324, -3.21187, 3.13268], [0.33922, -2.65397, 1.99335], [1.08580, -2.43630, 0.84767], [0.60720, -1.87108, -0.29889], [-0.79543, -1.80638, -0.48599], [-1.06519, -1.56318, -1.96361], [-0.61736, -2.35803, -2.55401], [-0.64190, -0.61700, -2.28771], [-2.13686, -1.55001, -2.14331], [-1.25533, -2.75393, -0.17489], [-1.22093, -0.99515, 0.12210], [-0.69943, -2.35978, 2.01886], [0.14520, -3.24105, 4.42399], [-0.92883, -3.23742, 4.22735], [0.39190, -4.12967, 5.00583], [0.51866, -1.98823, 5.24931], [0.36334, -0.78846, 4.46486], [1.37230, -0.35995, 3.66487], [2.55266, -0.63294, 3.84071], [0.94394, 0.41483, 2.50497], [-0.30716, 0.81975, 2.20563], [-0.34103, 1.24148, 1.00210], [0.88567, 1.11947, 0.44789], [1.73343, 0.59725, 1.36201], [3.05712, 0.37742, 1.19280], [3.34470, 0.02842, 0.28916], [3.44026, -0.12366, 1.99038], [1.22968, 1.39583, -0.92129], [1.61161, 0.47154, -1.37367], [2.04089, 2.13567, -0.93638], [0.13444, 1.92419, -1.86602], [0.30818, 1.82193, -3.06361], [-0.91696, 2.50994, -1.27304], [-2.03764, 3.05146, -1.94615], [-1.89098, 4.07023, -2.88891], [-3.03029, 4.56911, -3.50433], [-4.29718, 4.10017, -3.19259], [-4.41746, 3.10827, -2.23005], [-3.30535, 2.57473, -1.60018], [-3.45244, 1.49411, -0.57102], [-4.49333, 1.19385, -0.48309], [-2.86024, 0.62301, -0.84646], [-3.10830, 1.83319, 0.40629], [-5.39858, 2.73779, -1.96803], [-5.50462, 4.64932, -3.89071], [-5.42478, 5.72801, -4.00892], [-5.59205, 4.21003, -4.88479], [-6.41216, 4.42156, -3.33709], [-2.92467, 5.35292, -4.24097], [-0.54689, 4.63578, -3.22133], [0.01961, 4.83648, -2.31255], [0.02162, 3.91894, -3.81342], [-0.64859, 5.55813, -3.78715], [-1.04246, 2.31024, -0.27973], [-0.56835, -0.55173, 4.15427], [1.57120, -2.03868, 5.53544], [-0.10208, -1.92170, 6.14579], [2.70116, -4.04257, 3.95739], [4.04724, -3.65384, 1.97254], [4.79873, -2.36261, -1.38113], [5.08847, -2.76481, 0.32455], [5.37198, -4.77190, -1.12489], [3.72940, -4.56678, -1.75193], [3.97691, -5.00291, -0.06031]],
  "nbo_charge": [-0.64, -0.06, -0.51, 0.23, -0.27, -0.20, -0.02, -0.31, 0.33, -0.53, -0.07, -0.62, 0.22, 0.22, 0.22, 0.18, 0.18, 0.22, -0.43, 0.20, 0.22, -0.22, -0.61, 0.67, -0.65, -0.12, -0.20, -0.13, -0.19, 0.39, -0.80, 0.40, 0.44, -0.33, 0.25, 0.24, 0.69, -0.62, -0.66, 0.17, 0.00, -0.22, 0.00, -0.22, -0.01, -0.64, 0.22, 0.22, 0.22, 0.20, -0.62, 0.22, 0.22, 0.21, 0.20, -0.64, 0.21, 0.25, 0.21, 0.44, 0.40, 0.23, 0.20, 0.21, 0.22, 0.19, 0.17, 0.22, 0.22, 0.22]
}

---

Entry 3:
{
  "formula": "C26H34NO2Ti",
  "method": "the ωB97M-V functional and the def2-TZVPD basis",
  "charge": 1,
  "spin_multiplicity": 1,
  "lumo_ev": -3.68,
  "species": ["C", "C", "C", "H", "C", "C", "H", "C", "C", "C", "H", "C", "C", "H", "H", "H", "H", "H", "H", "Ti", "C", "C", "C", "H", "H", "H", "H", "H", "H", "C", "C", "H", "H", "O", "N", "C", "H", "C", "C", "H", "C", "H", "C", "H", "C", "H", "C", "H", "H", "H", "C", "C", "C", "C", "O", "H", "H", "H", "H", "H", "H", "H", "H", "H"],
  "coordinates": [[-1.89599, 2.25707, -0.40592], [-0.54237, 2.55277, -0.06612], [0.29335, 1.66034, -0.80593], [-0.20885, 3.35867, 0.59145], [-0.55764, 0.78493, -1.57671], [-1.90213, 1.16621, -1.33666], [-0.22959, 0.01822, -2.27555], [-1.06330, 0.14448, 3.22123], [-0.56822, 1.44002, 2.84946], [0.72313, 1.26996, 2.24007], [-1.05748, 2.39701, 3.03367], [0.99654, -0.15424, 2.19884], [-0.11192, -0.83444, 2.80892], [1.37565, 1.70412, -0.85444], [-2.76748, 0.78593, -1.87727], [-2.74296, 2.88341, -0.13749], [-0.11819, -1.90827, 3.00570], [1.42356, 2.07540, 1.96881], [-1.95559, -0.07072, 3.79317], [-0.86028, 0.35045, 0.79567], [2.07563, -0.87329, 1.38496], [2.36723, -2.26074, 1.97720], [3.34261, -0.01439, 1.32136], [2.62121, -2.15995, 3.04323], [3.21532, -2.73430, 1.45793], [1.48550, -2.91262, 1.91273], [3.70429, 0.21494, 2.33621], [3.16272, 0.94093, 0.80509], [4.13537, -0.55695, 0.78568], [1.44144, -0.97452, -0.03990], [1.15275, -2.32987, -0.66135], [1.96772, -0.33956, -0.74814], [0.38510, -0.58041, 0.00278], [0.07087, -2.85749, -0.30959], [2.05540, -2.78453, -1.63307], [1.95886, -2.23101, -2.99965], [2.11274, -3.79797, -1.63677], [2.38553, -0.79255, -3.11544], [1.73007, 0.04419, -4.02487], [0.92787, -0.37593, -4.63845], [2.08980, 1.38850, -4.15430], [1.57028, 2.02689, -4.87537], [3.11745, 1.92035, -3.36474], [3.40987, 2.97244, -3.46418], [3.79663, 1.08480, -2.46778], [4.60493, 1.48376, -1.84276], [3.47732, -0.28147, -2.39888], [4.04347, -0.95398, -1.74658], [0.92322, -2.33039, -3.38173], [2.64469, -2.80860, -3.64376], [-4.08035, 1.29729, 2.06728], [-3.93353, 0.01179, 1.25601], [-4.36646, -1.19065, 2.07471], [-4.74570, 0.13640, -0.00982], [-2.54861, -0.20081, 0.92165], [-5.13382, 1.51927, 2.28747], [-3.66670, 2.14700, 1.50985], [-3.53060, 1.22928, 3.01293], [-5.42353, -1.10293, 2.34754], [-4.19271, -2.11260, 1.50924], [-3.75773, -1.28080, 2.98132], [-4.47031, 1.03619, -0.55441], [-4.54663, -0.69327, -0.68727], [-5.80948, 0.19625, 0.23276]],
  "nbo_charge": [-0.27, -0.23, -0.35, 0.25, -0.27, -0.22, 0.26, -0.21, -0.31, -0.28, 0.26, -0.05, -0.28, 0.26, 0.26, 0.26, 0.27, 0.26, 0.25, 1.29, -0.06, -0.62, -0.60, 0.23, 0.23, 0.23, 0.23, 0.21, 0.23, -0.37, 0.70, 0.29, 0.10, -0.55, -0.67, -0.24, 0.41, -0.08, -0.16, 0.21, -0.22, 0.23, -0.21, 0.23, -0.22, 0.23, -0.23, 0.23, 0.20, 0.24, -0.62, 0.26, -0.61, -0.62, -0.69, 0.24, 0.21, 0.21, 0.22, 0.23, 0.21, 0.20, 0.22, 0.23]
}

---

Q: Number 1 is which compound?
A: C26H34N3O7P2S2Ta